C4H8FN | wB97M-V/def2-TZVPD

SMILES string = C=C(CN)CF
Kohn-Sham gap = 10.32 eV
LUMO level = 0.943 eV
HOMO energy = -9.38 eV
Net charge = 0
Energy = -311.7906 Eh

XYZ file:
```
14
Properties=species:S:1:pos:R:3:nbo_charge:R:1
F -1.365 -1.576 -0.369 -0.37
N 1.653 -1.103 -0.444 -0.81
C 1.016 -0.298 0.584 -0.26
C -1.509 -0.316 0.218 0.02
C -0.240 0.439 0.085 -0.05
C -0.224 1.671 -0.421 -0.38
H 1.737 0.439 1.043 0.19
H 1.711 -0.565 -1.254 0.35
H -1.856 -0.439 1.309 0.17
H 0.715 2.206 -0.407 0.20
H 0.988 -1.878 -0.649 0.36
H 0.802 -0.948 1.431 0.20
H -2.322 0.259 -0.221 0.17
H -1.105 2.106 -0.904 0.20
```

---

C4H7N2 | wB97M-V/def2-TZVPD

Kohn-Sham gap (alpha / beta) = 8.17 / 8.17 eV
LUMO level (alpha / beta) = -5.065 / -5.063 eV
HOMO energy (alpha / beta) = -13.23 / -13.23 eV
Net charge = +1
Energy = -265.7308 Eh

XYZ file:
```
13
Properties=species:S:1:pos:R:3:nbo_charge:R:1
N -0.056 -1.543 0.795 -0.73
N 1.550 -1.043 -0.856 -0.74
C 0.492 -0.746 -0.091 0.39
C -0.659 1.565 -0.763 -0.15
C -0.311 0.254 -0.572 0.00
C -0.945 1.874 0.641 -0.20
H -0.166 1.814 1.486 0.25
H -1.261 1.970 -1.496 0.24
H -2.019 1.849 0.934 0.23
H 2.187 -1.888 -0.711 0.44
H 1.954 -0.378 -1.485 0.43
H 0.067 -2.550 0.805 0.43
H -0.832 -1.177 1.311 0.42
```

---

C44H45BIN9O5W | wB97M-V/def2-TZVPD

Kohn-Sham gap (alpha / beta) = 5.33 / 6.57 eV
LUMO level (alpha / beta) = -1.480 / -1.135 eV
HOMO energy (alpha / beta) = -6.81 / -7.70 eV
Net charge = 0
Expectation value of S² = 2.08
Energy = -2962.3022 Eh
2S+1 = 3

XYZ file:
```
106
Properties=species:S:1:pos:R:3:mulliken_spin:R:1
W 0.068 0.419 -0.148 1.33
I 0.999 -0.183 -2.826 0.01
O -0.369 -6.281 -0.746 0.00
O -0.791 -1.394 -0.385 0.08
O -1.677 0.965 -0.922 0.06
O -2.378 -0.637 0.962 0.00
O -1.957 -7.566 -0.060 0.00
N 2.330 -2.678 0.413 -0.01
N -0.573 3.854 2.103 -0.01
N 3.092 -0.229 0.831 0.04
N -0.062 1.748 1.271 -0.07
N 2.407 0.638 0.032 0.01
N 1.851 -2.564 -0.853 0.03
N 1.529 -1.294 2.486 -0.01
N -1.463 -6.475 -0.259 0.00
N 0.263 -0.875 2.254 0.07
C 2.562 -3.975 0.713 0.00
C -0.015 2.579 -2.585 0.09
C 3.984 2.380 -2.629 0.01
C -2.437 -2.933 0.396 -0.01
C -0.775 4.903 -2.139 -0.01
C -0.509 4.773 -0.844 0.04
C 0.056 -3.545 -3.223 0.00
C -0.509 3.816 -3.072 0.04
C 0.022 1.760 -4.898 -0.03
C -0.797 2.979 0.962 0.01
C -3.529 -5.478 0.636 0.00
C 0.613 -1.105 4.470 0.00
C -1.683 -4.031 0.008 0.00
C -4.888 2.487 -0.289 0.00
C 0.763 2.042 2.361 0.07
C 1.784 -3.803 -1.333 0.00
C -1.741 -0.401 3.817 0.00
C 1.762 -1.434 3.797 0.00
C 4.366 0.153 0.939 0.01
C 1.393 -4.148 -2.747 0.00
C -2.244 2.778 0.574 -0.02
C -3.899 1.660 -0.786 0.00
C 4.552 1.292 0.199 0.00
C 0.452 3.245 2.853 -0.08
C -2.255 -5.280 0.143 0.00
C -4.268 -4.369 1.023 0.00
C -2.202 -1.164 5.063 0.00
C 2.541 -3.843 -3.714 0.00
C -1.872 -1.548 0.336 0.11
C 0.038 3.516 -0.268 -0.01
C -2.577 1.799 -0.370 0.02
C -0.316 -0.770 3.475 0.02
C -0.742 3.988 -4.433 -0.04
C 0.226 2.359 -1.187 0.09
C -4.568 3.474 0.634 0.01
C -3.253 3.611 1.048 -0.01
C 3.549 4.020 -0.781 0.00
C 3.146 2.670 -1.379 0.03
C 3.309 1.561 -0.376 -0.02
C 2.203 -4.739 -0.368 0.00
C -0.481 2.980 -5.343 0.06
C 0.240 1.590 -3.549 0.05
C -1.919 1.103 4.029 0.00
C -3.718 -3.101 0.909 0.00
B 2.618 -1.570 1.441 -0.01
H -5.910 2.362 -0.624 0.00
H -1.963 -2.226 4.999 0.00
H -1.168 1.493 4.720 0.00
H -0.670 -3.916 -0.356 0.00
H -0.685 -4.330 -3.382 0.00
H 2.722 -1.771 4.149 0.00
H -2.909 1.306 4.446 0.00
H 2.109 2.722 -1.685 0.01
H -1.133 4.939 -4.775 0.00
H 2.298 -4.190 -4.721 0.00
H -0.665 3.135 -6.397 0.00
H 2.956 -4.249 1.677 0.00
H 5.051 -0.429 1.530 0.00
H -4.270 -2.222 1.215 0.00
H 5.462 1.847 0.061 0.00
H -1.189 5.823 -2.533 0.00
H 3.688 1.444 -3.102 0.00
H -5.330 4.136 1.023 0.00
H 2.240 -5.811 -0.470 0.00
H 5.044 2.308 -2.376 0.00
H -4.120 0.884 -1.507 0.00
H 2.736 -2.770 -3.764 0.00
H -1.838 1.641 3.085 0.00
H 3.463 -4.332 -3.396 0.00
H -1.397 4.087 2.637 0.00
H 4.620 4.045 -0.567 0.00
H -3.921 -6.480 0.717 0.00
H 0.882 3.744 3.707 0.00
H 0.236 0.963 -5.597 0.00
H 3.025 4.231 0.152 0.00
H 1.270 -5.233 -2.731 0.00
H -0.700 5.585 -0.151 0.00
H 0.447 -1.134 5.533 0.00
H 3.863 3.187 -3.354 0.00
H -5.267 -4.497 1.416 0.00
H 3.544 -1.968 2.099 0.00
H -3.026 4.406 1.747 0.00
H 1.517 1.352 2.700 0.00
H 3.332 4.824 -1.487 0.00
H 0.173 -3.014 -4.168 0.00
H -2.380 -0.690 2.997 0.00
H -0.357 -2.840 -2.502 0.00
H 0.997 3.747 0.224 0.02
H -3.283 -1.062 5.173 0.00
H -1.745 -0.769 5.974 0.00
```

---

no.,strongest force on any atom (Eh/bohr),molecular weight (g/mol)
1,0.0480,89.11
2,0.0985,83.11
3,0.0583,1101.46